Entry 1
One molecule with the formula C4H6, computed with ωB97M-V/def2-TZVPD.

E_LUMO (alpha / beta)   0.9268 / 0.9275 eV
Gap between HOMO and LUMO (alpha / beta)   9.65 / 9.65 eV
HOMO (alpha / beta)   -8.719 / -8.719 eV
Structure (SMILES)   C=C=CC

CARTESIAN COORDINATES (ANGSTROEM)
1 C 0.431 -0.156 -0.964
2 H -0.949 0.242 2.133
3 H 0.455 0.213 -3.207
4 C 0.004 -0.563 0.505
5 H 1.677 1.131 -2.174
6 H -0.501 1.482 1.035
7 C 0.783 0.534 -2.293
8 H -1.856 0.370 0.546
9 H 0.593 -1.289 1.029
10 C -0.903 0.469 1.084

Results of the natural (NBO) charge analysis, in e, for atoms 1 through 6: C 0.093; H 0.215; H 0.208; C -0.263; H 0.217; H 0.224



Entry 2
One molecule with the formula C4H6, computed with ωB97M-V/def2-TZVPD.

E_LUMO   0.9127 eV
Gap between HOMO and LUMO   10.05 eV
HOMO   -9.137 eV
Structure (SMILES)   CC#CC

CARTESIAN COORDINATES (ANGSTROEM)
1 H -2.040 0.939 0.237
2 C -1.969 -0.092 -0.121
3 C 1.983 0.152 0.117
4 H 2.101 -0.888 -0.199
5 H -2.520 -0.198 -1.053
6 C 0.557 -0.009 0.142
7 H 2.263 0.956 -0.583
8 H 2.546 0.243 1.044
9 C -0.545 -0.343 -0.220
10 H -2.378 -0.759 0.636

Results of the natural (NBO) charge analysis, in e, for atoms 1 through 6: H 0.228; C -0.670; C -0.693; H 0.261; H 0.224; C 0.000



The structure with the greatest stability is entry 2.



Entry 1
A 2-piece molecular cluster, C9H11ClO3 overall, computed with ωB97M-V/def2-TZVPD.

E_LUMO   -0.1137 eV
Gap between HOMO and LUMO   8.27 eV
HOMO   -8.387 eV
Structure (SMILES)   O=C(Cl)c1ccco1.C/C=C(/C)O

CARTESIAN COORDINATES (ANGSTROEM)
1 H -2.746 3.477 0.557
2 H 2.456 -1.446 2.093
3 H 0.797 -2.241 -1.086
4 C 0.876 -1.200 -0.821
5 C 1.334 -0.888 0.387
6 C -1.618 1.761 1.305
7 H -0.898 2.106 2.020
8 H -0.382 -0.634 -2.446
9 C 0.459 -0.227 -1.888
10 H 1.272 -0.052 -2.595
11 C 1.703 -1.882 1.443
12 H 1.290 1.008 0.103
13 C -2.556 2.425 0.557
14 C -3.206 1.441 -0.204
15 O 1.505 0.403 0.821
16 H 0.829 -2.124 2.045
17 H 0.149 0.737 -1.482
18 C -2.914 -1.079 -0.339
19 H 2.085 -2.796 0.998
20 O -1.653 0.456 1.065
21 C -2.613 0.243 0.144
22 Cl -2.024 -2.329 0.539
23 H -4.005 1.560 -0.906
24 O -3.667 -1.368 -1.218

Results of the natural (NBO) charge analysis, in e, for atoms 1 through 6: H 0.237; H 0.225; H 0.209; C -0.322; C 0.331; C 0.139



Entry 2
One molecule with the formula C9H11ClO3, computed with ωB97M-V/def2-TZVPD.

E_LUMO   0.6333 eV
Gap between HOMO and LUMO   9.06 eV
HOMO   -8.422 eV
Structure (SMILES)   OC[C@H](O)COc1ccc(Cl)cc1

CARTESIAN COORDINATES (ANGSTROEM)
1 H -0.889 -1.289 -0.995
2 H -2.665 0.107 -1.945
3 C -2.633 -0.611 0.100
4 C -2.947 0.473 -0.947
5 C 3.034 1.196 0.669
6 H 3.559 2.083 0.987
7 H 3.618 -1.845 -0.687
8 H -4.030 0.661 -0.933
9 C -1.155 -1.045 0.041
10 H -1.018 -1.935 0.671
11 C 0.973 -0.023 0.375
12 H -3.255 -1.488 -0.115
13 C 3.733 0.125 0.132
14 Cl 5.453 0.215 -0.034
15 O -2.980 -0.182 1.382
16 H 1.192 -1.999 -0.463
17 H -2.452 0.610 1.553
18 H 1.093 1.943 1.189
19 C 1.663 1.121 0.785
20 H -2.438 2.329 -1.260
21 O -0.371 0.018 0.532
22 O -2.240 1.645 -0.614
23 C 1.689 -1.095 -0.150
24 C 3.066 -1.016 -0.273

Results of the natural (NBO) charge analysis, in e, for atoms 1 through 6: H 0.176; H 0.159; C 0.066; C -0.083; C -0.208; H 0.228



The structure with the greatest stability is entry 2.



Entry 1
A 3-piece molecular cluster, C5H14N overall, computed with ωB97M-V/def2-TZVPD.

E_LUMO   -6.4730 eV
Gap between HOMO and LUMO   7.49 eV
HOMO   -13.961 eV
Net charge   +1

CARTESIAN COORDINATES (ANGSTROEM)
1 H 0.886 2.489 3.113
2 H -0.567 0.084 2.511
3 H -1.854 -1.729 0.258
4 H 1.569 -0.934 -0.836
5 H 2.143 0.995 -2.316
6 H -0.409 -2.334 -0.451
7 C 1.346 1.122 -1.591
8 C -1.196 -1.628 -0.602
9 C 0.871 -0.107 -0.928
10 H -1.644 -1.762 -1.584
11 H 1.836 1.743 -0.820
12 H -1.020 -1.882 2.664
13 H 1.115 3.198 3.100
14 H -0.570 1.575 1.875
15 C -0.534 -0.203 -0.591
16 H 0.514 1.744 -1.900
17 N -0.718 0.587 1.632
18 H -1.256 0.527 -0.964
19 H -0.786 -2.575 2.693
20 C 0.164 0.142 0.639

Results of the natural (NBO) charge analysis, in e, for atoms 1 through 6: H -0.053; H 0.435; H 0.246; H 0.267; H 0.280; H 0.221



Entry 2
An isolated ion of composition C5H14N and charge +1, computed with ωB97M-V/def2-TZVPD.

E_LUMO   -3.8815 eV
Gap between HOMO and LUMO   10.73 eV
HOMO   -14.609 eV
Structure (SMILES)   CC[C@H](C)C[NH3+]
Net charge   +1

CARTESIAN COORDINATES (ANGSTROEM)
1 H -2.026 0.829 0.418
2 H -1.499 -1.232 1.194
3 H -0.600 1.820 -0.691
4 H 2.898 -0.761 -0.110
5 N 2.280 -0.459 0.580
6 C -0.017 -0.144 -0.106
7 H 2.157 -1.229 1.301
8 C -2.177 0.308 -1.606
9 H -2.627 -0.614 -1.343
10 C 1.242 0.630 0.344
11 H -0.119 -2.036 1.025
12 C -0.450 -0.972 1.070
13 H 1.209 1.120 1.284
14 H -2.589 1.189 -2.008
15 H 1.510 1.361 -0.414
16 H 3.007 0.081 1.195
17 H -1.691 0.007 -2.578
18 H 0.047 -0.728 -1.042
19 H -0.135 -0.431 2.040
20 C -1.182 0.818 -0.424

Results of the natural (NBO) charge analysis, in e, for atoms 1 through 6: H 0.239; H 0.255; H 0.202; H 0.441; N -0.696; C -0.297



Entry 3
An isolated ion of composition C5H14N and charge +1, computed with ωB97M-V/def2-TZVPD.

E_LUMO   -3.7929 eV
Gap between HOMO and LUMO   11.10 eV
HOMO   -14.891 eV
Structure (SMILES)   CC(C)CC[NH3+]
Net charge   +1

CARTESIAN COORDINATES (ANGSTROEM)
1 H -2.412 0.015 0.154
2 C -0.551 -2.327 -0.374
3 H 1.365 -0.578 0.694
4 C 0.997 1.270 -0.590
5 H 0.244 1.576 -1.428
6 C 0.898 -0.179 -0.297
7 H 1.113 1.619 1.677
8 H -1.057 0.812 0.920
9 H 1.266 3.114 0.717
10 H -0.890 -0.672 -1.544
11 H -0.151 2.364 0.856
12 H 0.229 -2.934 0.167
13 H 1.652 -0.675 -0.994
14 H -1.609 -0.815 1.375
15 H -0.383 -2.714 -1.300
16 H -1.622 -2.632 0.042
17 N 0.777 2.107 0.746
18 C -1.426 -0.155 0.538
19 H 2.031 1.613 -0.862
20 C -0.470 -0.809 -0.495

Results of the natural (NBO) charge analysis, in e, for atoms 1 through 6: H 0.237; C -0.611; H 0.238; C -0.207; H 0.262; C -0.470



The structure with the greatest stability is entry 3.



Entry 1
A 2-piece molecular cluster, C5H6S2 overall, computed with ωB97M-V/def2-TZVPD.

E_LUMO   -0.3886 eV
Gap between HOMO and LUMO   8.39 eV
HOMO   -8.776 eV
Structure (SMILES)   S=C1CS1.C#CC

CARTESIAN COORDINATES (ANGSTROEM)
1 H -2.186 0.703 2.310
2 C 1.182 0.158 -0.789
3 H 2.330 -1.634 -1.359
4 C 0.859 1.244 -1.186
5 S -2.638 1.255 -0.149
6 H 0.423 2.121 -1.486
7 H -0.535 1.062 1.363
8 C 2.053 -1.075 -0.477
9 C -1.645 0.661 1.263
10 S -1.969 -1.868 -0.179
11 H 2.846 -0.574 0.202
12 H 1.370 -1.703 0.161
13 C -2.089 -0.350 0.325

Results of the natural (NBO) charge analysis, in e, for atoms 1 through 6: H 0.240; C 0.005; H 0.244; C -0.280; S 0.220; H 0.226



Entry 2
One molecule with the formula C5H6S2, computed with ωB97M-V/def2-TZVPD.

E_LUMO   0.1763 eV
Gap between HOMO and LUMO   7.62 eV
HOMO   -7.448 eV

CARTESIAN COORDINATES (ANGSTROEM)
1 C -1.261 0.565 -0.033
2 C 3.005 -0.126 -1.226
3 H 4.063 -0.078 -1.428
4 C 0.962 -1.332 0.260
5 C 0.680 -2.503 0.232
6 H -2.130 1.052 0.293
7 H 0.519 -3.366 -0.338
8 S 2.985 0.462 0.338
9 S 0.158 1.062 1.058
10 H -0.961 0.954 -0.979
11 C 1.348 -0.107 0.733
12 H -1.148 -0.579 -0.125
13 H -0.476 0.576 2.057

Results of the natural (NBO) charge analysis, in e, for atoms 1 through 6: C -0.747; C -0.451; H 0.116; C -0.064; C -0.279; H 0.229



The structure with the greatest stability is entry 1.